C28H87FN35O17 | ωB97M-V/def2-TZVPD

Output
**Max |F|**: 0.255 hartree/bohr
**HOMO-LUMO gap**: 6.500 eV
**Charge**: +1
**E**: -120129.1566 eV
**HOMO**: -9.1 eV

Geometry as XYZ:
```
168
Properties=species:S:1:pos:R:3:forces:R:3
C 5.11880 0.80533 -2.01978 0.25 0.63 -0.13
C 5.04228 2.26621 -2.46060 0.34 -1.47 0.27
O 5.17688 3.15460 -1.64139 -0.09 0.41 -1.05
N 4.75169 2.50448 -3.78440 -1.09 -0.15 1.16
C 3.78227 3.62036 -3.84787 0.16 0.42 -0.70
C 2.73591 3.46735 -4.94708 -0.12 0.68 0.30
C 1.55616 4.42042 -4.59015 0.11 -0.42 0.03
C 0.19671 3.67860 -4.40058 1.06 1.38 -0.04
N 0.05902 3.45860 -2.93434 0.27 -0.73 -1.05
C 0.28791 2.13783 -2.50447 1.41 0.39 0.33
N 1.24992 1.99606 -1.60243 -0.03 0.91 -3.79
N -0.41973 1.11743 -3.00960 0.94 -0.47 0.65
C -0.08704 -0.24336 -2.56302 -0.05 -0.37 -0.12
C 1.11161 -0.89000 -3.25393 -0.24 -0.79 -0.68
C 1.21577 -0.61179 -4.74913 -0.11 0.32 0.81
F 2.33028 -0.58438 -2.63834 -0.19 0.27 0.07
N -1.17893 3.99437 -2.37767 -0.07 0.19 0.04
C -0.99923 5.43475 -2.13229 0.12 0.80 0.04
C -1.56086 3.28057 -1.16078 0.19 0.57 0.86
C -0.82833 3.52654 0.13091 -0.58 0.99 -0.42
O -2.46645 2.48511 -1.25372 0.83 0.86 -1.07
H 5.53114 0.78106 -1.01147 0.17 -0.06 -0.17
H 5.74298 0.25710 -2.73049 -0.18 -0.23 0.19
H 4.10927 0.38614 -1.96698 0.22 0.01 -0.26
H 4.36737 1.64601 -4.16773 0.14 0.14 -0.40
H 4.32913 4.55694 -3.98691 -0.08 -0.08 0.07
H 3.26267 3.72682 -2.88440 0.25 -0.12 -0.14
H 2.37028 2.43367 -4.98985 0.15 0.07 -0.08
H 3.17011 3.73613 -5.91237 -0.09 -0.28 0.00
H 1.47619 5.26521 -5.27691 -0.08 -0.28 -0.17
H 1.78855 4.84474 -3.60811 -0.13 0.22 -0.25
H -0.58384 4.33462 -4.80126 -0.16 -0.57 0.34
H 0.26571 2.76400 -5.00007 -0.52 -0.05 0.18
H 1.22001 1.34854 -0.82094 0.19 -1.04 0.23
H 2.02173 2.64283 -1.67401 -0.62 0.73 0.36
H -0.53908 1.19250 -4.01469 -0.77 0.29 0.18
H 0.02848 -0.30095 -1.47785 -0.02 0.32 -0.10
H -0.95978 -0.86673 -2.77966 0.10 0.10 -0.08
H 0.98850 -1.97420 -3.13734 0.02 0.13 0.22
H 1.49798 0.43499 -4.91052 -0.08 -0.14 -0.14
H 0.23126 -0.80177 -5.19041 0.27 -0.03 -0.25
H 1.97091 -1.24597 -5.20630 -0.17 0.07 -0.14
H 0.01837 5.77000 -2.34959 -0.02 -0.29 0.07
H -1.20228 5.71973 -1.09441 -0.06 -0.26 -0.11
H -1.66009 6.03754 -2.76207 -0.07 -0.35 -0.03
H -1.46561 3.92478 0.92014 -0.19 0.22 -0.21
H -0.49590 2.54972 0.49663 -0.62 1.61 -0.68
H 0.07761 4.12613 0.00273 -0.28 0.08 -0.02
C -2.76587 3.42075 -6.50122 -0.10 0.02 0.10
O -1.89435 4.27625 -6.53650 -0.07 -0.05 -0.04
N -3.49389 3.07465 -7.59755 0.03 -0.01 -0.12
N -3.08096 2.74579 -5.34900 0.28 -0.11 0.02
H -4.21482 2.37862 -7.59004 0.00 0.01 0.03
H -3.28785 3.55395 -8.45478 -0.01 0.01 0.01
H -2.57647 2.98985 -4.51323 -0.17 0.13 0.10
H -3.79622 2.04529 -5.29520 -0.05 0.06 -0.01
C -3.44161 0.95403 1.43381 -5.66 1.99 0.40
O -2.64836 1.77860 1.88649 -9.19 5.84 3.36
N -3.75970 0.83646 0.11761 -0.03 0.38 -0.96
N -4.09670 0.05967 2.22902 0.75 0.17 0.45
H -4.42112 0.13212 -0.17099 -0.10 -0.17 0.03
H -3.32949 1.47086 -0.61211 -1.05 -1.04 1.63
H -3.91757 0.08759 3.21615 -0.24 -0.11 0.13
H -4.74250 -0.62017 1.87954 0.09 -0.17 -0.06
C -7.29643 -0.28475 -0.02497 -0.31 0.27 0.13
O -6.28046 -0.86660 -0.39804 0.24 -0.18 0.14
N -7.24879 0.86069 0.70550 0.20 -0.03 -0.01
N -8.54311 -0.74641 -0.31624 0.11 -0.11 -0.09
H -8.06364 1.35145 1.02127 -0.02 -0.02 0.00
H -6.33986 1.22638 0.93538 -0.05 0.04 0.00
H -8.60668 -1.58998 -0.85427 -0.01 -0.01 0.00
H -9.38630 -0.29071 -0.02335 0.02 0.03 0.02
C -4.49302 -3.30909 3.19194 0.21 -0.17 -0.14
O -4.59748 -2.30395 3.88147 -0.13 0.03 -0.12
N -3.82201 -4.41718 3.62874 0.01 -0.01 0.12
N -5.03154 -3.42570 1.94395 0.10 0.31 0.15
H -3.72260 -5.25532 3.08722 -0.04 0.01 -0.03
H -3.41168 -4.37468 4.54308 0.00 0.01 0.00
H -5.54179 -2.64158 1.57886 -0.10 -0.11 -0.12
H -4.95445 -4.25313 1.38061 -0.20 -0.07 0.05
C -7.47575 -6.22361 2.40303 -0.20 -0.20 0.18
O -6.96851 -5.84310 1.34945 0.39 0.11 0.33
N -8.30806 -7.29700 2.45108 0.03 0.00 -0.21
N -7.24212 -5.59999 3.58755 0.12 0.14 -0.06
H -8.73571 -7.62903 3.29436 0.01 0.02 0.02
H -8.49620 -7.77736 1.58706 0.00 -0.04 0.02
H -6.63205 -4.80207 3.57717 -0.04 0.00 0.02
H -7.64583 -5.89268 4.45680 -0.03 -0.03 -0.02
C -0.06024 0.91152 1.29661 -2.73 -3.94 2.36
O 0.56552 1.46625 0.38561 1.16 -1.15 1.15
N -1.41485 0.78495 1.27473 11.40 -5.15 -3.97
N 0.57337 0.39280 2.37372 0.43 -0.14 -0.58
H -1.93920 0.33484 1.99993 2.47 -1.30 0.25
H -1.90270 1.17026 0.47878 1.91 -0.76 -0.42
H 1.57193 0.48460 2.40582 0.00 0.13 0.29
H 0.10487 -0.05627 3.13583 -0.08 0.23 0.11
C 4.07351 3.29250 1.82106 -0.25 0.50 -0.25
O 4.19920 3.46772 3.01914 0.18 -0.03 0.17
N 5.04842 3.54625 0.90961 -0.24 -0.07 0.23
N 2.91569 2.80715 1.27758 -0.23 -0.22 0.19
H 4.90116 3.37841 -0.08614 0.44 0.24 0.76
H 5.92264 3.91665 1.24289 -0.10 0.19 -0.07
H 2.14532 2.60223 1.89421 0.03 0.18 0.13
H 2.79774 2.65454 0.29677 0.07 0.04 0.10
C 1.69218 2.36412 5.30928 0.55 0.17 0.00
O 1.13914 2.47817 4.21241 -0.18 -0.10 0.17
N 3.03875 2.37663 5.44300 -0.08 -0.21 -0.17
N 0.98861 2.21436 6.47299 -0.28 -0.10 -0.08
H 3.51559 2.27751 6.32426 -0.16 -0.13 0.31
H 3.57305 2.49073 4.59570 0.07 0.25 -0.12
H -0.01137 2.20438 6.40998 0.00 0.06 0.01
H 1.42599 2.12249 7.37147 0.13 0.08 -0.05
C 5.15726 3.09416 8.36770 0.33 0.34 0.29
O 4.27403 2.23990 8.28923 -0.30 -0.05 -0.43
N 5.63218 3.50181 9.57484 -0.14 -0.20 0.14
N 5.71194 3.68116 7.27527 -0.31 -0.21 -0.06
H 6.34878 4.19325 9.68223 0.01 0.01 -0.06
H 5.22858 3.07780 10.39842 -0.04 0.02 0.02
H 5.38546 3.38899 6.36957 0.23 0.04 -0.08
H 6.42895 4.37836 7.32511 0.02 -0.02 0.04
C -8.35982 -7.56182 -1.73007 0.01 0.21 -0.11
O -8.14693 -8.69726 -1.31959 0.02 -0.11 0.04
N -9.13627 -7.32540 -2.83111 -0.03 -0.17 -0.06
N -7.84537 -6.46631 -1.11740 0.24 -0.47 -0.03
H -9.32846 -6.40960 -3.18745 0.02 0.02 0.02
H -9.52959 -8.12240 -3.29623 -0.02 0.01 0.02
H -7.26512 -6.61942 -0.29430 -0.35 0.39 -0.22
H -8.00898 -5.52810 -1.42726 -0.04 -0.01 0.00
C -7.35532 -13.02039 -2.09489 -0.04 0.02 0.08
O -7.74365 -14.14700 -1.84026 0.03 0.01 -0.04
N -7.62377 -11.94760 -1.29788 0.10 0.08 0.06
N -6.61216 -12.73785 -3.21175 0.07 -0.05 -0.12
H -7.31833 -11.00982 -1.49201 -0.17 0.05 0.00
H -8.16758 -12.11718 -0.47352 -0.03 0.00 -0.02
H -6.39523 -13.50265 -3.82219 -0.01 -0.01 0.02
H -6.28317 -11.82010 -3.44130 -0.03 0.02 0.04
C 2.67049 -2.25824 -8.31367 0.00 0.04 -0.10
O 2.08363 -1.38959 -7.68271 0.06 -0.11 0.08
N 2.97442 -3.47746 -7.77832 -0.01 0.01 0.11
N 3.06707 -2.07665 -9.60378 0.00 0.09 -0.05
H 3.45362 -4.20062 -8.28023 -0.01 0.01 -0.02
H 2.69554 -3.64722 -6.83110 -0.01 -0.03 -0.01
H 2.85853 -1.19184 -10.02768 0.00 -0.01 0.00
H 3.54803 -2.77239 -10.14135 -0.01 -0.01 0.02
C 8.83269 4.57485 -2.18980 0.03 0.01 0.00
O 8.30012 5.43183 -1.51100 -0.02 -0.02 0.00
N 10.09506 4.71619 -2.69632 0.06 0.05 -0.01
N 8.20769 3.39594 -2.50201 -0.09 -0.11 0.01
H 10.55137 4.02271 -3.25680 -0.02 -0.01 0.01
H 10.57937 5.56857 -2.48483 -0.01 0.00 0.01
H 7.27873 3.26732 -2.14127 0.09 0.13 0.03
H 8.62545 2.67557 -3.05894 0.06 0.05 -0.01
C 4.19380 0.55793 11.62765 0.01 -0.11 -0.10
O 4.08304 1.71038 12.02553 0.15 0.05 -0.05
N 4.69759 -0.43866 12.41894 0.03 0.05 0.14
N 3.83308 0.18488 10.37226 -0.31 0.07 0.07
H 4.80038 -1.38809 12.11742 -0.02 0.01 -0.03
H 4.97418 -0.18922 13.34977 0.00 0.01 -0.01
H 3.46430 0.90645 9.77215 0.33 0.00 -0.14
H 3.92463 -0.74788 10.01953 0.05 -0.01 0.04
C 6.88043 1.17001 3.53503 -0.13 -0.01 -0.13
O 6.60037 2.02292 4.35727 0.10 -0.09 0.13
N 6.39819 1.20577 2.25194 -0.19 0.24 0.20
N 7.69584 0.10896 3.82724 0.04 -0.03 0.07
H 6.61513 0.51613 1.55903 0.07 -0.04 0.05
H 5.77932 1.97534 2.01524 0.46 -0.50 0.06
H 8.06271 0.05705 4.75907 0.00 0.02 -0.01
H 7.93871 -0.60391 3.16720 -0.01 0.02 -0.02
```
Positions in Å, forces in eV/Å.